(1)
{
  "formula": "C55H138N6O13",
  "method": "ωB97M-V/def2-TZVPD",
  "elements": ["C", "C", "C", "O", "C", "N", "H", "H", "H", "H", "H", "H", "H", "H", "H", "H", "H", "C", "C", "C", "O", "C", "N", "H", "H", "H", "H", "H", "H", "H", "H", "H", "H", "H", "C", "C", "C", "O", "C", "N", "H", "H", "H", "H", "H", "H", "H", "H", "H", "H", "H", "C", "C", "C", "O", "C", "N", "H", "H", "H", "H", "H", "H", "H", "H", "H", "H", "H", "C", "C", "C", "O", "H", "H", "H", "H", "H", "H", "H", "H", "C", "C", "C", "O", "H", "H", "H", "H", "H", "H", "H", "H", "C", "C", "C", "O", "H", "H", "H", "H", "H", "H", "H", "H", "C", "C", "C", "O", "H", "H", "H", "H", "H", "H", "H", "H", "C", "C", "C", "O", "H", "H", "H", "H", "H", "H", "H", "H", "C", "C", "C", "O", "H", "H", "H", "H", "H", "H", "H", "H", "C", "C", "C", "O", "H", "H", "H", "H", "H", "H", "H", "H", "C", "C", "C", "C", "C", "C", "N", "O", "C", "C", "C", "H", "H", "H", "H", "H", "H", "H", "H", "H", "H", "H", "H", "H", "H", "H", "H", "H", "H", "H", "C", "C", "C", "C", "C", "C", "N", "O", "C", "C", "C", "H", "H", "H", "H", "H", "H", "H", "H", "H", "H", "H", "H", "H", "H", "H", "H", "H", "H", "H"],
  "coordinates": [[-19.4712, -20.4812, 2.7353], [-19.9941, -21.8833, 2.9250], [-19.6977, -22.8322, 1.7811], [-20.4468, -24.0046, 1.8649], [-19.7004, -25.0618, 1.3583], [-19.6563, -22.4101, 4.2878], [-18.3851, -20.4106, 2.6360], [-19.7090, -19.8696, 3.5942], [-20.0523, -20.0428, 1.9092], [-21.0959, -21.8630, 3.0393], [-18.6242, -23.0240, 1.8701], [-19.9416, -22.2960, 0.8707], [-18.8229, -25.2223, 1.9557], [-19.3759, -24.8273, 0.3234], [-20.3939, -25.9333, 1.4164], [-20.0731, -23.3188, 4.4495], [-18.6321, -22.3907, 4.4293], [-12.1573, -21.6921, 5.9013], [-13.5021, -21.8322, 5.2415], [-14.6371, -21.0749, 5.9268], [-15.8065, -21.1873, 5.1895], [-16.9120, -20.5991, 5.8290], [-13.3664, -21.5115, 3.8190], [-12.2137, -21.9629, 6.9270], [-11.7988, -20.6619, 5.8297], [-11.3417, -22.3008, 5.4391], [-13.8649, -22.8484, 5.3286], [-14.3386, -20.0169, 5.9527], [-14.8419, -21.3776, 6.9788], [-16.7245, -19.5499, 5.9329], [-17.0839, -20.9975, 6.8762], [-17.8243, -20.8152, 5.2391], [-14.2702, -21.5493, 3.3635], [-13.1591, -20.5125, 3.7323], [-29.1284, -14.2097, 2.8043], [-28.7335, -15.0784, 4.0499], [-27.4126, -15.7836, 3.8080], [-26.4152, -14.8615, 3.5984], [-25.2268, -15.4258, 3.2193], [-28.8597, -14.2831, 5.2839], [-28.4872, -13.3318, 2.8812], [-30.1995, -13.9766, 2.9683], [-29.0172, -14.6946, 1.8326], [-29.4070, -15.9496, 4.1017], [-27.5389, -16.5056, 2.9299], [-27.0770, -16.4355, 4.6856], [-24.5374, -14.6285, 3.0210], [-25.4065, -16.0245, 2.3113], [-24.7434, -16.0486, 3.9929], [-28.9084, -14.9170, 6.0839], [-28.0137, -13.7595, 5.2246], [-21.9103, -10.1670, 7.3223], [-22.1480, -11.6245, 7.1507], [-22.6208, -11.9645, 5.7968], [-23.8122, -11.1418, 5.5771], [-24.0897, -11.0214, 4.1879], [-20.9212, -12.4338, 7.4313], [-22.8207, -9.6337, 7.0587], [-21.0430, -9.7414, 6.8486], [-21.7704, -10.0041, 8.4178], [-22.8396, -11.9519, 7.9001], [-22.9922, -12.9777, 5.6862], [-21.8159, -11.7885, 5.0314], [-25.0316, -10.4945, 4.1530], [-24.0282, -11.9829, 3.6367], [-23.3759, -10.3606, 3.7549], [-20.1537, -12.2457, 6.8079], [-20.6114, -12.0930, 8.3649], [-19.8463, -16.1713, 1.8307], [-20.5652, -15.4064, 2.9972], [-21.8196, -16.1662, 3.6315], [-19.7246, -15.1586, 4.1291], [-20.5168, -16.2002, 0.9866], [-19.5582, -17.2176, 2.2026], [-18.8190, -15.8828, 1.5592], [-20.9488, -14.4561, 2.6767], [-22.5180, -16.3622, 2.8177], [-22.2611, -15.6019, 4.4513], [-21.5320, -17.1038, 4.0401], [-20.2512, -15.2454, 4.9115], [-20.4842, -12.4532, 1.1256], [-19.0537, -12.7970, 0.6946], [-18.9119, -13.1344, -0.7878], [-18.1321, -11.7658, 1.0679], [-20.4929, -12.2351, 2.1525], [-21.2542, -13.2566, 0.9296], [-20.8515, -11.6314, 0.5328], [-18.7731, -13.6515, 1.2637], [-17.8835, -13.3934, -1.0680], [-19.2722, -12.2910, -1.3980], [-19.5916, -13.9610, -1.0106], [-18.4540, -10.9384, 0.6763], [-24.0760, -22.4544, 1.2080], [-23.5651, -21.3563, 0.3363], [-24.5512, -20.1881, 0.5056], [-22.3143, -21.0587, 0.8180], [-25.0762, -22.7392, 0.8935], [-24.1029, -22.2176, 2.2895], [-23.5548, -23.4006, 1.1847], [-23.5592, -21.6674, -0.7259], [-24.3584, -19.3287, -0.1159], [-24.3907, -19.9556, 1.5754], [-25.6583, -20.3820, 0.2649], [-21.6294, -20.7521, 0.2230], [-23.3145, -21.5774, 5.3540], [-22.9680, -20.1370, 5.2213], [-23.5492, -19.5265, 3.9105], [-23.5982, -19.3926, 6.3397], [-22.7887, -22.0605, 6.2049], [-23.0679, -22.0826, 4.4040], [-24.3892, -21.7016, 5.5469], [-21.8700, -20.0159, 5.3288], [-23.6089, -18.4447, 3.9382], [-24.5464, -20.0010, 3.8397], [-22.8973, -19.8583, 3.0800], [-23.4870, -18.4372, 6.3249], [-20.5752, -17.5672, 7.4608], [-20.3297, -16.0537, 7.7701], [-18.8083, -15.7246, 7.6479], [-21.0130, -15.2271, 6.8081], [-19.8706, -18.1851, 8.0481], [-20.3155, -17.7167, 6.3895], [-21.5331, -17.8453, 7.8299], [-20.7093, -15.8837, 8.7628], [-18.5986, -14.7270, 7.9739], [-18.4989, -15.8881, 6.6389], [-18.2526, -16.3299, 8.3990], [-20.9852, -14.2681, 7.1201], [-18.2271, -10.7943, 5.2757], [-18.1412, -12.1568, 4.7067], [-16.8988, -12.9438, 5.1656], [-19.3384, -12.7144, 5.0813], [-19.0936, -10.2564, 4.8520], [-17.3449, -10.1945, 5.0139], [-18.3367, -10.8512, 6.3712], [-18.1463, -12.2235, 3.6162], [-16.9132, -13.2274, 6.1939], [-15.9692, -12.3744, 4.9664], [-16.6833, -13.8201, 4.5269], [-19.3455, -13.6120, 4.7170], [-24.2397, -16.4516, 8.6180], [-24.7312, -16.2515, 7.1954], [-25.2706, -14.8212, 6.9399], [-23.6970, -16.5381, 6.2891], [-24.9138, -16.3080, 9.4643], [-23.3719, -15.7758, 8.7314], [-23.8353, -17.4469, 8.6931], [-25.5328, -16.9646, 6.9472], [-25.6103, -14.6327, 5.9197], [-24.4603, -14.1062, 7.1498], [-26.1228, -14.5223, 7.5665], [-22.8818, -16.1071, 6.5954], [-16.5515, -19.1892, 0.3686], [-15.7054, -18.0108, 0.9701], [-16.1964, -16.7148, 0.3773], [-15.6687, -15.5013, 1.1320], [-15.8811, -15.5536, 2.6382], [-15.5182, -16.8807, 3.2479], [-16.0005, -17.9475, 2.3825], [-15.6132, -19.2061, 2.9038], [-13.9829, -16.9362, 3.5605], [-16.2630, -16.9831, 4.5449], [-14.2141, -18.2923, 0.6981], [-17.6253, -19.1503, 0.6819], [-16.2401, -20.1886, 0.7703], [-16.4346, -19.1746, -0.7396], [-15.8332, -16.7328, -0.6606], [-17.2657, -16.8524, 0.3398], [-16.1303, -14.6152, 0.7785], [-14.6497, -15.4370, 0.8761], [-16.9426, -15.3414, 2.8755], [-15.3681, -14.7922, 3.1994], [-13.8433, -16.5033, 4.5559], [-13.6618, -17.9895, 3.5176], [-13.5081, -16.2970, 2.8593], [-17.3932, -17.0570, 4.4390], [-15.9639, -17.9305, 5.0807], [-16.0175, -16.1082, 5.2162], [-13.7706, -18.9323, 1.4610], [-13.7170, -17.3207, 0.6741], [-14.0423, -18.7283, -0.2867], [-16.2515, -19.3542, 3.6148], [-20.9628, -22.7153, -2.5978], [-20.5804, -21.3520, -3.1862], [-21.6287, -21.0068, -4.3339], [-21.4533, -19.5861, -4.8412], [-21.7607, -18.6244, -3.7021], [-20.7251, -18.8627, -2.4950], [-20.7611, -20.2744, -2.1612], [-20.0748, -20.5154, -0.9721], [-19.3197, -18.3124, -2.9077], [-21.2437, -18.0822, -1.2385], [-19.1581, -21.5008, -3.7650], [-20.1946, -23.2067, -1.9776], [-21.1617, -23.3424, -3.4980], [-21.8841, -22.6124, -2.0292], [-21.4570, -21.5839, -5.2227], [-22.5553, -21.1619, -3.8197], [-22.2158, -19.4521, -5.6270], [-20.4558, -19.4127, -5.2610], [-22.7717, -18.7655, -3.2870], [-21.7098, -17.5928, -3.9458], [-18.4678, -18.6049, -2.2734], [-19.0458, -18.5685, -3.9488], [-19.4421, -17.2746, -2.7755], [-21.4545, -17.0826, -1.5537], [-22.1922, -18.5298, -0.9061], [-20.4586, -18.1183, -0.4759], [-18.9202, -20.8434, -4.5960], [-18.9415, -22.5483, -3.9680], [-18.4197, -21.2737, -3.0213], [-19.1828, -20.0877, -1.1065]],
  "relative_energy_kcal_mol": 0.0,
  "total_energy_ha": -3484.7783,
  "orbital_gap_ev": 8.87,
  "e_lumo_ev": 0.41,
  "spin_multiplicity": 1,
  "total_charge": 0
}

---

(2)
{
  "formula": "C22H26BFO7",
  "method": "ωB97M-V/def2-TZVPD",
  "elements": ["C", "C", "B", "O", "C", "C", "C", "C", "O", "C", "F", "C", "C", "C", "C", "C", "C", "O", "C", "C", "O", "C", "O", "H", "H", "H", "H", "H", "H", "H", "H", "H", "H", "H", "H", "H", "H", "H", "H", "H", "H", "H", "H", "H", "H", "O", "C", "C", "C", "C", "O", "C", "C", "H", "H", "H", "H"],
  "coordinates": [[-2.6871, -1.6601, 2.2752], [-2.1348, -2.0474, 0.7755], [-0.5021, -2.3637, 0.7328], [-0.0406, -3.5731, 1.4427], [0.4251, -1.3186, -0.1346], [1.0490, -0.0556, 0.3929], [0.8384, 0.4027, 1.9635], [1.9070, 0.8377, -0.7312], [3.0671, 1.4412, -0.4330], [1.1942, 0.8866, -2.2436], [1.1923, 2.1423, -3.0285], [0.5243, -0.3697, -2.7707], [-0.2589, -0.4640, -4.2136], [-1.6864, -1.2345, -3.9259], [-2.9998, -0.5070, -4.5965], [-3.4186, 0.9241, -3.9154], [-3.4518, 0.9325, -2.2760], [-4.2227, 2.0822, -1.7197], [-3.6098, 2.5578, -0.4599], [-2.5573, 3.8228, -0.4936], [-3.8910, 2.0416, 0.7535], [0.6406, -1.6905, -1.7510], [0.8959, -2.9354, -2.1636], [-3.8083, -1.2713, 2.1454], [-2.0434, -0.7529, 2.6928], [-2.6241, -2.6002, 2.9712], [-2.7393, -2.9648, 0.3194], [-2.3849, -1.1211, 0.0670], [-0.4388, -4.3455, 0.9046], [0.8349, -0.4839, 2.7315], [-0.2573, 0.8743, 2.0133], [1.5622, 1.2933, 2.2754], [0.3845, -1.1638, -4.9084], [-0.4289, 0.5964, -4.7340], [-1.9355, -1.3575, -2.7686], [-1.5455, -2.3524, -4.3205], [-2.7904, -0.4217, -5.7671], [-3.9157, -1.2470, -4.3997], [-4.5342, 1.1569, -4.2699], [-2.6841, 1.7813, -4.2488], [-2.3445, 1.0733, -1.8559], [-3.8785, -0.0403, -1.7810], [-2.7677, 4.6306, 0.3593], [-1.4321, 3.4601, -0.4267], [-2.7010, 4.3475, -1.5443], [7.4428, -1.2501, 3.8414], [6.4034, -0.6339, 4.0325], [5.6845, -0.7227, 5.3187], [4.5478, -0.0509, 5.5258], [3.9632, 0.8100, 4.4785], [2.9238, 1.4262, 4.6695], [4.6821, 0.8988, 3.1922], [5.8188, 0.2270, 2.9851], [6.1265, -1.3577, 6.0772], [4.0076, -0.1055, 6.4631], [4.2402, 1.5338, 2.4337], [6.3590, 0.2816, 2.0479]],
  "smiles": "CCB(O)C1=C(C)C(=O)C(F)=C(CCCCCOC(C)=O)C1=O.O=C1C=CC(=O)C=C1",
  "total_energy_ha": -1504.8745,
  "orbital_gap_ev": 7.93,
  "e_lumo_ev": -1.72,
  "spin_multiplicity": 1,
  "total_charge": 0
}

---

(3)
{
  "formula": "C10H16Cl4O6",
  "method": "ωB97M-V/def2-TZVPD",
  "elements": ["O", "C", "O", "C", "C", "O", "H", "H", "H", "H", "O", "C", "O", "C", "C", "O", "H", "H", "H", "H", "Cl", "C", "C", "Cl", "H", "H", "H", "H", "Cl", "C", "C", "Cl", "H", "H", "H", "H"],
  "coordinates": [[-2.1319, 10.8960, 10.0237], [-2.3569, 9.7525, 9.7934], [-3.1248, 8.9226, 10.5376], [-3.2389, 7.7014, 9.8025], [-1.9340, 7.6363, 9.0419], [-1.7873, 9.0565, 8.7572], [-3.4103, 6.9131, 10.5363], [-4.0959, 7.6798, 9.1246], [-2.0876, 7.2113, 8.0588], [-1.1343, 7.2477, 9.6677], [-1.3695, 4.9996, 7.5447], [-1.1126, 4.0732, 6.8379], [0.1045, 3.9470, 6.2539], [0.1657, 2.7461, 5.4988], [-1.2770, 2.2601, 5.4888], [-1.9206, 3.0979, 6.4683], [0.4566, 2.9493, 4.4701], [0.8467, 2.0622, 6.0036], [-1.5028, 1.2259, 5.7486], [-1.8020, 2.3912, 4.5398], [-3.9955, 5.0704, 16.3193], [-3.4195, 4.2565, 14.8329], [-4.5946, 3.6053, 14.1655], [-5.2237, 2.1285, 14.9874], [-2.5964, 3.5742, 15.0240], [-3.0495, 5.0137, 14.1403], [-4.4425, 3.3675, 13.1087], [-5.4759, 4.2398, 14.0698], [-1.7578, 1.1180, 10.5805], [-0.8475, 2.6516, 10.8118], [-1.8161, 3.7725, 11.0200], [-1.0654, 5.1599, 11.8123], [-0.3417, 2.6861, 9.8511], [-0.1713, 2.5531, 11.6556], [-2.5949, 3.4402, 11.7067], [-2.2943, 4.0674, 10.0871]],
  "smiles": "O=C1OCCO1.O=C1OCCO1.ClCCCl.ClCCCl",
  "relative_energy_kcal_mol": 12.0,
  "total_energy_ha": -2682.8576,
  "orbital_gap_ev": 10.81,
  "e_lumo_ev": 0.14,
  "spin_multiplicity": 1,
  "total_charge": 0
}

---

(4)
{
  "formula": "C6H16O2",
  "method": "ωB97M-V/def2-TZVPD",
  "elements": ["C", "C", "C", "C", "C", "C", "H", "H", "H", "H", "H", "H", "H", "H", "H", "H", "H", "H", "O", "H", "H", "O", "H", "H"],
  "coordinates": [[-0.0322, -1.5431, 2.5414], [-0.3324, -1.6990, 1.0468], [0.3971, -1.0826, 0.1162], [0.2506, -1.1862, -1.3674], [0.2082, 0.1718, -1.9883], [1.5088, 1.0237, -1.8247], [0.8292, -1.0628, 2.8066], [0.0241, -2.4979, 2.9679], [-0.9352, -1.1088, 3.0683], [-1.2463, -2.2938, 0.8171], [1.2039, -0.4232, 0.4048], [1.3201, -1.6542, -1.7437], [-0.5234, -1.9032, -1.7338], [-0.0343, -0.0137, -3.1284], [-0.5974, 0.8968, -1.5826], [1.4626, 1.5298, -0.8208], [1.7882, 1.7243, -2.4751], [2.3295, 0.2008, -1.7702], [-2.0658, 1.0687, 0.3993], [-2.8027, 1.1883, 0.9557], [-1.7095, 0.1022, 0.5761], [-0.2562, 2.8030, 1.2955], [-0.0213, 3.5641, 0.8562], [-0.7656, 2.1952, 0.5829]],
  "smiles": "C/C=C/CCC.O.O",
  "relative_energy_kcal_mol": 45.7,
  "total_energy_ha": -388.6079,
  "orbital_gap_ev": 10.22,
  "e_lumo_ev": 0.75,
  "spin_multiplicity": 1,
  "total_charge": 0
}